Entry 1:
C2H2Si | wB97M-V/def2-TZVPD

Each line ends with the Mulliken charge.
CARTESIAN COORDINATES (ANGSTROEM)
C -2.669 -0.073 0.091  0.035
C -1.427 -0.099 -0.039  -0.251
Si 0.332 0.161 -0.069  0.181
H 2.656 -1.366 -0.102  -0.004
H 1.108 1.377 0.119  0.039

lowest unoccupied orbital energy (alpha / beta)	-0.090 / -0.082	Eh
DFT total energy	-9974.8769	eV
HOMO-LUMO gap (alpha / beta)	7.59 / 7.24	eV


Entry 2:
C2H33O15 | wB97M-V/def2-TZVPD

Each line ends with the Mulliken charge.
CARTESIAN COORDINATES (ANGSTROEM)
C -17.737 -26.064 6.096  -1.787
C -16.455 -25.287 6.372  0.298
O -16.492 -23.934 5.868  0.528
H -17.627 -26.805 5.339  0.313
H -18.499 -25.418 5.656  0.268
H -18.190 -26.576 6.890  0.464
H -15.610 -25.816 6.004  -0.494
H -16.314 -25.151 7.460  0.596
O -16.047 -21.393 5.733  -0.722
H -16.412 -21.115 4.878  0.334
H -16.362 -22.298 5.800  0.284
O -20.719 -24.488 5.260  -0.703
H -20.020 -23.967 4.822  0.369
H -20.720 -24.141 6.153  0.309
O -14.083 -23.543 7.649  -0.730
H -14.882 -23.542 7.123  0.377
H -13.643 -22.736 7.342  0.305
O -16.898 -25.905 9.645  -0.569
H -17.834 -25.850 9.760  0.264
H -16.636 -26.056 10.526  0.225
O -14.286 -23.883 4.200  -0.811
H -14.184 -24.796 3.970  0.608
H -14.890 -23.924 4.927  0.079
O -12.973 -26.204 6.427  -0.656
H -12.623 -25.268 6.426  0.304
H -12.119 -26.630 6.455  0.216
O -16.804 -25.179 3.181  -0.809
H -16.875 -24.955 4.095  -0.039
H -16.856 -26.123 3.349  0.608
O -19.734 -25.291 2.831  -0.701
H -18.792 -25.241 2.817  0.456
H -20.010 -25.556 3.722  0.355
O -14.779 -27.195 8.266  -0.759
H -15.497 -26.607 8.532  0.378
H -14.205 -26.642 7.776  0.477
O -16.050 -27.715 3.590  -0.783
H -16.070 -27.971 4.512  0.243
H -15.186 -27.330 3.517  0.492
O -17.310 -22.904 8.294  -0.694
H -16.945 -23.428 7.521  0.186
H -17.662 -23.530 8.908  0.275
O -14.736 -28.749 5.782  -0.596
H -14.786 -28.376 6.643  0.336
H -13.990 -29.292 5.842  0.258
O -13.788 -26.379 3.752  -0.724
H -12.939 -26.590 3.303  0.222
H -13.651 -26.356 4.749  0.458
O -18.549 -22.916 4.414  -0.600
H -18.479 -22.433 3.608  0.210
H -17.688 -23.269 4.712  0.082

lowest unoccupied orbital energy	0.075	Eh
total charge	-1
DFT total energy	-33324.1778	eV
HOMO-LUMO gap	7.70	eV


Entry 3:
C2H33O15 | wB97M-V/def2-TZVPD

Each line ends with the Mulliken charge.
CARTESIAN COORDINATES (ANGSTROEM)
C -1.139 0.631 -1.302  -1.393
C -0.846 -0.491 -0.241  0.580
O -0.687 0.188 0.934  0.303
H -2.107 1.130 -1.071  0.357
H -1.343 0.275 -2.310  0.511
H -0.455 1.502 -1.342  -0.124
H 0.076 -1.117 -0.388  -0.780
H -1.634 -1.168 -0.112  0.575
O 2.587 -1.459 1.484  -0.706
H 1.752 -1.626 1.834  0.393
H 2.564 -1.621 0.567  0.276
O 0.089 -1.720 2.401  -0.831
H -0.266 -1.150 1.737  0.309
H 0.239 -1.201 3.185  0.290
O 1.624 1.277 1.110  -0.780
H 2.099 0.826 0.419  0.586
H 0.717 0.966 1.077  0.210
O -3.099 -0.359 1.890  -0.743
H -3.478 0.512 2.110  0.277
H -2.270 -0.126 1.451  0.399
O -0.875 4.046 -0.948  -0.746
H -1.088 3.436 -0.289  0.415
H -1.060 3.609 -1.728  0.297
O 0.614 -1.606 -3.056  -0.713
H 0.680 -0.650 -2.970  0.296
H 1.087 -1.924 -3.830  0.287
O 2.840 0.113 -1.134  -0.890
H 2.267 0.271 -1.880  0.350
H 2.697 -0.858 -1.100  0.564
O 2.321 -2.330 -1.146  -0.648
H 2.926 -2.996 -1.497  0.206
H 1.699 -2.108 -1.834  0.379
O 1.488 1.227 -3.320  -0.566
H 1.849 2.116 -3.462  0.243
H 1.747 0.836 -4.170  0.236
O -0.461 -3.764 0.280  -0.636
H 0.433 -3.972 0.245  0.309
H -0.545 -2.827 0.349  0.108
O -4.068 -2.923 1.109  -0.669
H -3.515 -3.445 1.688  0.304
H -3.833 -1.993 1.267  0.345
O -1.603 2.699 1.205  -0.886
H -1.214 1.845 1.088  0.410
H -0.932 3.177 1.681  0.319
O -0.332 0.768 3.603  -0.705
H -0.922 0.346 4.195  0.290
H -0.793 0.714 2.779  0.357
O 1.751 3.773 -0.333  -0.697
H 0.875 3.876 -0.701  0.436
H 1.547 3.273 0.476  0.297

lowest unoccupied orbital energy	0.063	Eh
total charge	-1
DFT total energy	-33323.7499	eV
HOMO-LUMO gap	7.61	eV


Entry 4:
C2H38O19 | wB97M-V/def2-TZVPD

Each line ends with the Mulliken charge.
CARTESIAN COORDINATES (ANGSTROEM)
O 0.961 -0.124 -1.525  0.168
C -0.156 -0.345 -0.750  0.005
C 0.097 -0.242 0.749  -3.515
O -1.018 -0.669 1.473  1.063
H -0.568 -1.323 -0.983  1.253
H -0.933 0.413 -0.922  -0.229
H 0.209 0.734 1.034  0.552
H 0.966 -0.782 0.972  1.422
O -0.062 0.864 -3.856  -0.755
H -0.012 0.527 -2.930  0.196
H -0.812 0.459 -4.324  0.259
O -0.348 -2.237 3.280  -0.772
H -0.593 -1.606 2.595  -0.037
H -0.717 -1.854 4.058  0.337
O -0.367 3.431 1.790  -0.829
H 0.578 3.282 1.745  0.427
H -0.749 2.721 1.282  0.456
O 0.540 -2.126 -3.191  -0.701
H 0.748 -1.490 -2.492  0.359
H 0.935 -2.997 -3.059  0.274
O -3.032 -0.745 3.084  -0.726
H -2.425 -0.813 2.365  0.237
H -2.853 -1.572 3.482  0.316
O -3.015 -1.851 0.188  -0.844
H -2.252 -1.356 0.585  0.333
H -3.602 -1.188 -0.186  0.284
O 0.168 2.567 -1.440  -0.638
H 0.103 1.631 -1.407  0.153
H -0.089 2.766 -2.343  0.261
O 0.077 -3.247 0.384  -0.774
H 0.109 -2.361 0.011  -0.089
H -0.559 -3.073 1.033  0.404
O -2.258 -1.712 -2.696  -0.759
H -1.321 -1.569 -2.550  0.364
H -2.571 -1.556 -1.805  0.449
O 2.257 2.668 2.080  -0.668
H 2.915 3.313 1.882  0.278
H 2.373 2.053 1.371  0.429
O 2.789 1.111 -0.164  -0.724
H 1.992 0.797 -0.586  -0.004
H 3.491 0.537 -0.391  0.339
O 3.416 -0.091 -2.817  -0.675
H 3.488 0.385 -3.633  0.261
H 2.511 -0.075 -2.527  0.281
O 3.078 -2.304 -0.415  -0.715
H 3.311 -2.630 -1.287  0.308
H 2.508 -1.543 -0.580  0.204
O -2.172 1.820 0.717  -0.791
H -2.789 1.884 1.426  0.281
H -1.672 0.990 0.822  0.296
O -2.911 1.679 -2.159  -0.582
H -2.493 1.875 -1.347  0.322
H -2.732 2.450 -2.712  0.286
O 2.334 -0.129 2.966  -0.695
H 1.668 -0.112 2.278  0.366
H 3.004 -0.702 2.573  0.353
O -0.612 1.137 3.292  -0.815
H -0.580 0.391 2.714  0.244
H -0.345 1.954 2.817  0.516

lowest unoccupied orbital energy	0.181	Eh
total charge	-2
DFT total energy	-41594.7344	eV
HOMO-LUMO gap	8.31	eV